(1)
{
  "formula": "C20H24N6O2",
  "method": "the ωB97M-V functional and the def2-TZVPD basis",
  "symbols": ["C", "C", "N", "C", "C", "N", "C", "N", "C", "C", "C", "C", "C", "C", "N", "C", "O", "C", "C", "C", "C", "N", "C", "O", "N", "C", "C", "C", "H", "H", "H", "H", "H", "H", "H", "H", "H", "H", "H", "H", "H", "H", "H", "H", "H", "H", "H", "H", "H", "H", "H", "H"],
  "xyz": [[-3.728500, 2.344109, 3.590613], [-2.414278, 1.649239, 3.247225], [-1.858053, 2.174936, 2.009896], [-0.427367, 2.047673, 1.880314], [0.045328, 0.611272, 1.560186], [-0.624509, 0.158611, 0.367096], [-0.006248, -0.140883, -0.784694], [-0.752077, -0.018139, -1.898071], [-0.190332, -0.033766, -3.076133], [-1.009102, 0.058683, -4.245961], [-2.488086, 0.044247, -4.051926], [-0.414083, 0.167147, -5.467755], [0.993468, 0.178638, -5.582238], [1.748968, 0.057674, -4.464597], [1.175975, -0.061014, -3.236686], [2.034949, -0.337793, -2.116879], [3.234541, -0.423222, -2.314583], [1.357059, -0.526033, -0.870856], [2.135069, -1.178910, 0.133384], [1.698713, -1.985580, 1.139905], [0.343077, -2.328577, 1.290443], [-0.758917, -2.631079, 1.412744], [2.622039, -2.695827, 2.071989], [2.346466, -3.760757, 2.588145], [3.783283, -2.038913, 2.324297], [4.820299, -2.611660, 3.144935], [-2.066337, 0.259524, 0.439018], [-2.493412, 1.689833, 0.800821], [-4.513611, 2.079920, 2.887546], [-3.592036, 3.421687, 3.567780], [-4.050544, 2.049461, 4.585866], [-2.572694, 0.561062, 3.216127], [-1.694499, 1.857430, 4.042421], [0.052673, 2.387195, 2.800041], [-0.111115, 2.705776, 1.063345], [1.123564, 0.620851, 1.407382], [-0.190040, -0.052520, 2.398770], [-2.783889, 0.875315, -3.414655], [-2.784515, -0.871469, -3.544220], [-3.004863, 0.114236, -5.004666], [-1.018155, 0.244831, -6.359091], [1.463099, 0.273446, -6.546654], [2.828820, 0.030622, -4.456659], [3.201988, -1.119104, -0.052774], [3.981167, -1.165635, 1.864340], [5.073720, -1.940115, 3.967542], [4.434884, -3.547884, 3.546244], [5.718496, -2.813635, 2.556724], [-2.477037, -0.031464, -0.525404], [-2.408381, -0.443919, 1.204767], [-3.575502, 1.731055, 0.918570], [-2.209458, 2.363429, -0.013974]],
  "atomic_forces_ev_per_a": [[0.23, -0.18, 0.01], [-0.21, 0.15, 0.03], [0.02, 0.23, 0.08], [0.23, -0.29, -0.06], [0.27, 0.55, 0.40], [0.14, 0.00, -0.34], [0.17, 0.07, -0.13], [-0.35, -0.05, 0.07], [0.21, 0.14, 0.12], [0.04, 0.00, -0.51], [0.06, 0.00, 0.04], [-0.13, -0.06, 0.46], [0.30, -0.01, 0.24], [0.31, 0.06, -0.78], [-0.45, -0.04, 0.04], [0.28, 0.03, 0.32], [-0.07, -0.04, -0.06], [-0.12, 0.14, -0.09], [-0.14, -0.52, 0.27], [0.83, 0.41, -0.42], [-0.65, -0.45, 0.07], [-0.19, -0.03, 0.01], [0.30, 0.18, 0.13], [-0.22, -0.05, -0.04], [0.25, 0.25, -0.14], [0.11, -0.16, 0.09], [-0.61, 0.18, 0.03], [0.03, -0.24, -0.15], [-0.13, -0.01, -0.05], [0.00, 0.11, 0.01], [-0.12, -0.04, 0.10], [0.08, 0.00, 0.09], [0.01, -0.09, -0.03], [0.02, 0.00, -0.02], [0.09, -0.03, 0.03], [-0.15, -0.02, 0.05], [0.08, -0.02, -0.06], [-0.11, 0.04, 0.05], [-0.11, -0.04, 0.05], [-0.03, 0.00, -0.06], [-0.12, 0.01, -0.06], [0.12, 0.00, -0.04], [-0.06, -0.01, 0.03], [0.03, -0.01, 0.11], [-0.20, -0.10, 0.07], [0.01, -0.06, -0.01], [0.10, 0.07, 0.01], [-0.01, -0.03, 0.07], [-0.05, -0.01, 0.19], [0.01, -0.02, -0.07], [-0.03, 0.00, -0.07], [-0.08, -0.04, -0.06]],
  "lowdin_charge": [-0.084, -0.255, -0.184, -0.158, -0.124, -0.050, -0.212, 0.185, -0.200, -0.188, -0.041, -0.012, -0.046, -0.024, 0.104, -0.355, 0.060, -0.064, 0.016, -0.141, -0.199, 0.209, -0.471, 0.072, 0.009, -0.067, -0.121, -0.152, 0.060, 0.076, 0.070, 0.113, 0.116, 0.121, 0.126, 0.120, 0.126, 0.083, 0.088, 0.079, 0.117, 0.107, 0.130, 0.125, 0.124, 0.082, 0.083, 0.084, 0.112, 0.112, 0.114, 0.125],
  "homo_lumo_gap_ev": 7.450,
  "homo_energy_ev": -8.0,
  "de_lowest_kcal_mol": 12.5,
  "spin_multiplicity": 1,
  "lumo_energy_ev": -0.54
}

---

(2)
{
  "formula": "C19H23FIN5O2PtSSi",
  "method": "the ωB97M-V functional and the def2-TZVPD basis",
  "symbols": ["Pt", "C", "C", "N", "N", "C", "S", "N", "N", "H", "H", "H", "H", "H", "H", "C", "Si", "C", "C", "N", "C", "C", "C", "C", "C", "C", "F", "H", "H", "H", "H", "H", "H", "H", "H", "H", "H", "H", "H", "H", "I", "C", "C", "C", "C", "C", "C", "C", "O", "O", "H", "H", "H", "H"],
  "xyz": [[-0.873244, 0.703504, 0.512180], [-2.014801, 5.068269, 2.834242], [-2.818326, 3.898177, 2.413598], [-4.040388, 3.633600, 2.749871], [-4.326325, 2.446497, 2.120865], [-3.304234, 1.962563, 1.416584], [-3.141801, 0.552101, 0.479858], [-2.338181, 2.896066, 1.597303], [-1.109153, 2.751520, 0.938021], [-2.634027, 5.717215, 3.446554], [-1.656062, 5.625867, 1.968493], [-1.147903, 4.750416, 3.414967], [-5.222827, 2.010470, 2.252328], [-1.125329, 3.300661, 0.078867], [-0.265531, 3.035005, 1.456877], [-2.900277, -2.969269, 0.501669], [-1.159867, -2.460859, 1.036507], [-1.172617, -1.843460, 2.813118], [-0.119737, -4.024448, 1.055033], [-0.487034, -1.221786, 0.026474], [0.125847, -1.475857, -1.185724], [-0.006307, -2.615476, -1.900531], [0.650128, -2.858544, -3.181359], [1.525404, -2.019044, -3.735150], [1.912549, -0.800334, -2.976657], [1.063025, -0.432081, -1.744961], [0.332296, 0.746440, -2.000673], [-3.561211, -3.111915, 1.358836], [-2.848630, -3.916311, -0.042505], [-3.369654, -2.251037, -0.172015], [-2.052917, -2.202617, 3.351350], [-1.149291, -0.755399, 2.868788], [-0.286808, -2.217473, 3.331763], [-0.451027, -4.601114, 1.925286], [0.940803, -3.803438, 1.192295], [-0.225433, -4.663789, 0.180481], [-0.687935, -3.381506, -1.552357], [0.364271, -3.761450, -3.709112], [1.951197, -2.200862, -4.713106], [1.970793, 0.091588, -3.605478], [5.619326, -0.969048, -3.891828], [4.340861, -0.030366, -2.529219], [3.178772, -0.835733, -2.058004], [2.350225, -0.198326, -0.911682], [2.632762, 1.243751, -0.633620], [3.629144, 1.898020, -1.226007], [4.533884, 1.238854, -2.177305], [1.730158, 1.863608, 0.380552], [1.595777, 3.079243, 0.522946], [1.082219, 0.980742, 1.094330], [3.462420, -1.864856, -1.839949], [2.345332, -0.752318, 0.025524], [3.793759, 2.940829, -0.983283], [5.365927, 1.803709, -2.575033]],
  "atomic_forces_ev_per_a": [[0.71, -0.11, 0.06], [0.00, 0.00, 0.00], [-0.09, 0.05, -0.05], [0.06, -0.01, -0.05], [-0.01, 0.08, 0.03], [-0.17, -0.16, -0.08], [-0.35, 0.16, 0.04], [0.14, 0.05, 0.16], [-0.09, -0.05, -0.12], [0.00, 0.00, 0.00], [-0.01, 0.00, 0.00], [0.00, 0.00, 0.00], [0.00, 0.00, 0.00], [0.09, -0.05, -0.02], [-0.12, -0.02, 0.19], [0.05, -0.05, -0.10], [0.00, -0.16, 0.08], [-0.02, 0.00, -0.04], [-0.01, -0.01, 0.10], [0.10, 0.12, 0.00], [-0.11, 0.04, -0.07], [-0.14, -0.13, -0.12], [-0.07, -0.02, 0.02], [0.02, 0.05, 0.08], [0.05, 0.00, 0.04], [0.04, 0.05, 0.01], [-0.01, 0.01, -0.03], [-0.01, -0.01, 0.00], [-0.04, -0.01, 0.03], [0.01, 0.05, 0.04], [0.01, 0.00, 0.01], [-0.05, 0.02, 0.03], [0.01, 0.03, 0.00], [0.04, -0.03, -0.01], [0.00, 0.03, -0.01], [0.00, 0.03, -0.01], [0.00, 0.03, -0.01], [0.01, 0.00, 0.00], [0.03, -0.01, 0.01], [-0.03, -0.03, -0.05], [-0.04, 0.03, 0.03], [0.00, -0.05, -0.06], [0.00, -0.04, -0.02], [-0.02, 0.06, -0.03], [0.03, -0.08, 0.10], [0.04, 0.04, -0.02], [-0.01, 0.05, 0.05], [-0.15, -0.07, 0.02], [0.00, 0.07, -0.01], [0.08, 0.08, -0.19], [0.05, 0.01, 0.01], [-0.03, -0.04, -0.02], [0.01, 0.00, 0.00], [0.00, 0.01, 0.00]],
  "lowdin_charge": [0.905, 0.013, -0.313, 0.139, 0.052, -0.688, 0.692, -0.072, -0.005, 0.091, 0.093, 0.096, 0.165, 0.142, 0.108, -0.187, 0.366, -0.181, -0.178, -0.240, -0.286, -0.044, -0.085, -0.064, -0.158, -0.301, -0.008, 0.024, 0.024, -0.005, 0.026, -0.011, 0.030, 0.033, 0.036, 0.019, 0.080, 0.100, 0.099, 0.163, 0.869, -0.689, -0.242, -0.105, -0.105, 0.014, -0.139, -0.589, 0.021, -0.207, 0.140, 0.156, 0.120, 0.089],
  "homo_lumo_gap_ev": 6.605,
  "homo_energy_ev": -6.7,
  "de_lowest_kcal_mol": 32.5,
  "spin_multiplicity": 1,
  "lumo_energy_ev": -0.12
}